2 unconnected molecules or ions with the total composition C14H31IN4O5, computed with wB97M-V/def2-TZVPD.

- Highest occupied orbital energy: -8.6 eV
- Charge: 0
- Largest force on an atom: 0.53 eV/A
- Electronic energy: -1444.94909 Ha
- 2S+1: 1
- Relative energy (zero: lowest compared OMol25 entry of this formula, charge and spin): 9.9 kJ/mol

CARTESIAN COORDINATES (ANGSTROEM)
N1 -2.3709 -1.6350 5.9809
C1 -1.4617 -1.0497 5.3019
N2 -1.5000 0.2766 4.8677
N3 -0.2906 -1.7424 5.0191
C2 0.9195 -1.1242 4.4905
C3 1.2382 -1.4763 3.0153
C4 0.0849 -1.4894 2.0034
C5 -0.2962 -0.1229 1.3991
C6 -0.3791 -0.1445 -0.1285
N4 0.9717 -0.3503 -0.6484
C7 -1.0934 1.1018 -0.6929
C8 -2.6278 1.0023 -0.8524
C9 -3.4078 -0.0726 -0.0788
C10 -3.5660 -1.3896 -0.8438
I1 -5.2781 -1.3952 -2.1111
O1 -0.8242 2.2578 0.0974
C11 0.3963 2.9122 -0.1387
O2 0.2260 4.2792 0.1057
H1 -3.1510 -1.0110 6.1608
H2 -0.8713 0.4955 4.1124
H3 -2.4367 0.5656 4.6224
H4 -0.1240 -2.3765 5.7859
H5 1.7459 -1.5173 5.0909
H6 0.9273 -0.0405 4.6657
H7 1.7166 -2.4612 3.0099
H8 1.9943 -0.7608 2.6609
H9 -0.7927 -1.9538 2.4677
H10 0.3857 -2.1440 1.1775
H11 -1.2522 0.2248 1.7914
H12 0.4417 0.6447 1.6816
H13 -0.9602 -1.0308 -0.4176
H14 1.6305 0.2837 -0.2108
H15 1.0216 -0.2153 -1.6519
H16 -0.6682 1.2821 -1.6954
H17 -2.8534 0.8590 -1.9172
H18 -3.0120 1.9920 -0.5913
H19 -2.9505 -0.2940 0.8905
H20 -4.4025 0.3249 0.1460
H21 -3.6777 -2.2513 -0.1873
H22 -2.7243 -1.5776 -1.5128
H23 1.1685 2.5527 0.5559
H24 0.7208 2.7139 -1.1720
H25 0.1950 4.7579 -0.7297
C12 3.7075 2.3279 -4.9737
O3 3.8573 1.0661 -5.6322
C13 3.1025 0.0910 -5.1341
O4 2.3373 0.1959 -4.2094
O5 3.3347 -1.0185 -5.8269
C14 2.5836 -2.1582 -5.3904
H26 4.3798 3.0048 -5.4909
H27 2.6804 2.6795 -5.0520
H28 3.9843 2.2461 -3.9243
H29 1.5161 -1.9695 -5.4847
H30 2.8198 -2.3969 -4.3553
H31 2.8847 -2.9689 -6.0457